1.
{"formula": "C3H2S", "method": "wB97M-V/def2-TZVPD", "e_above_lowest_kcal_mol": 37.6, "orbital_gap_ev": [8.04, 6.73], "mol_weight_g_mol": 70.1, "s2": 2.020, "spin_multiplicity": 3, "e_tot_ev": -13971.380, "species": ["C", "C", "C", "S", "H", "H"], "coordinates": [[-0.7244, -0.5411, -0.0447], [-1.0686, -1.7297, 0.0395], [0.5165, 0.3099, -0.0657], [-1.0064, 1.1791, 0.0590], [1.0435, 0.3116, 0.9464], [1.2394, 0.4702, -0.9344]], "forces_ev_per_a": [[3.5586, 6.7087, -0.8479], [-2.7570, -6.6620, 0.4692], [2.5896, -0.1575, 1.1571], [-1.4808, 0.5612, -0.1809], [-0.4226, -0.0730, -1.5968], [-1.4879, -0.3776, 0.9993]]}

2.
{"formula": "C2H2S2", "method": "wB97M-V/def2-TZVPD", "e_above_lowest_kcal_mol": 96.1, "orbital_gap_ev": [7.50, 6.83], "mol_weight_g_mol": 90.2, "spin_multiplicity": 1, "e_tot_ev": -23771.448, "species": ["C", "C", "S", "S", "H", "H"], "coordinates": [[1.4595, 0.1045, 0.0414], [-1.3157, 0.1022, -0.2486], [2.6189, -0.4672, -0.7614], [-2.7535, 0.6170, -0.7043], [1.0461, 0.0101, 1.0230], [-1.0553, -0.3666, 0.6499]], "forces_ev_per_a": [[-1.0347, 0.6616, 0.0534], [-2.2304, 1.3086, -1.7882], [1.0422, -0.5241, -0.6439], [1.8003, -0.5585, 0.4192], [0.0281, -0.0966, 0.5769], [0.3944, -0.7911, 1.3827]]}

3.
{"formula": "C30H45BrN2P2STc", "method": "wB97M-V/def2-TZVPD", "charge": 4, "e_above_lowest_kcal_mol": 49.3, "orbital_gap_ev": [5.10, 5.57], "mol_weight_g_mol": 705.6, "s2": 3.974, "spin_multiplicity": 4, "e_tot_ev": -136429.875, "species": ["N", "C", "C", "C", "C", "C", "C", "Tc", "P", "C", "C", "C", "C", "C", "C", "C", "Br", "H", "H", "H", "H", "H", "H", "H", "H", "H", "H", "P", "C", "C", "H", "H", "H", "H", "H", "C", "C", "H", "H", "H", "H", "H", "C", "C", "H", "H", "H", "H", "H", "C", "C", "H", "H", "H", "H", "H", "C", "C", "H", "H", "H", "H", "H", "C", "C", "H", "H", "H", "H", "H", "S", "C", "N", "C", "C", "C", "C", "H", "H", "H", "H", "H"], "coordinates": [[-5.5027, -1.5070, 4.0883], [-4.7790, -0.5254, 4.6454], [-4.3751, 0.6031, 3.9361], [-4.6591, 0.6824, 2.5512], [-5.4111, -0.3642, 1.9747], [-5.8248, -1.4249, 2.7947], [-4.1413, 1.7652, 1.7511], [0.7393, 0.5249, -0.7208], [3.0920, 0.5758, -1.7066], [-4.0097, 1.6524, 0.3867], [-2.8322, 2.0270, -0.3718], [-2.7460, 1.6400, -1.7523], [-1.5146, 1.5588, -2.3721], [-0.3849, 1.8484, -1.5909], [-0.4340, 2.4380, -0.2637], [-1.7291, 2.6040, 0.2761], [1.3358, 2.8196, -2.7967], [-3.8379, 2.6897, 2.2705], [-4.8123, 1.2196, -0.2234], [-3.8463, 1.4062, 4.4420], [-5.7106, -0.3444, 0.9315], [-4.5348, -0.6342, 5.6993], [-6.4404, -2.2264, 2.3847], [-3.6554, 1.3485, -2.2783], [-1.8791, 3.1786, 1.2053], [-1.3698, 1.2725, -3.4083], [0.3596, 3.1006, 0.1119], [-0.1830, -1.5497, -0.8591], [3.8538, 2.1163, -0.9947], [4.7026, 3.0025, -1.9073], [4.4367, 1.7909, -0.1147], [3.0187, 2.7178, -0.6021], [4.8188, 3.9753, -1.4035], [5.7125, 2.5960, -2.0685], [4.2293, 3.1891, -2.8813], [2.9529, 0.2763, -3.5321], [4.2111, 0.3656, -4.3720], [2.2469, 1.0507, -3.8866], [2.4330, -0.6887, -3.6754], [3.9014, 0.4431, -5.4246], [4.8067, 1.2603, -4.1411], [4.8403, -0.5259, -4.2706], [4.3168, -0.7152, -1.2323], [5.7806, -0.3428, -1.4309], [4.0589, -1.6150, -1.8059], [4.1242, -0.9454, -0.1773], [6.3949, -1.2288, -1.2268], [6.0010, -0.0149, -2.4520], [6.0956, 0.4582, -0.7540], [0.6385, -2.8920, 0.1160], [2.0689, -3.1852, -0.3241], [0.0128, -3.7943, 0.0345], [0.6123, -2.5918, 1.1767], [2.3108, -4.2399, -0.1448], [2.2244, -2.9905, -1.3916], [2.7852, -2.5888, 0.2482], [-0.1585, -2.2860, -2.5685], [-1.2763, -1.8661, -3.5239], [-0.1650, -3.3835, -2.4493], [0.8247, -2.0193, -2.9927], [-1.0465, -2.2659, -4.5212], [-2.2489, -2.2813, -3.2273], [-1.3598, -0.7753, -3.6080], [-1.9492, -1.5772, -0.3368], [-2.2394, -1.9905, 1.1046], [-2.4897, -2.2168, -1.0500], [-2.3187, -0.5502, -0.5073], [-3.3050, -2.2260, 1.2004], [-1.6745, -2.8785, 1.4123], [-2.0381, -1.1655, 1.7977], [1.5566, 0.6888, 1.4545], [0.4166, 0.6361, 2.7572], [0.0095, -0.5901, 3.2230], [-0.7112, -0.7265, 4.3807], [-1.0312, 0.3919, 5.1193], [-0.6506, 1.6578, 4.6583], [0.0632, 1.7774, 3.4695], [0.2963, -1.4184, 2.6989], [-0.9575, -1.7467, 4.6734], [-1.5751, 0.2789, 6.0610], [-0.8859, 2.5483, 5.2430], [0.4110, 2.7225, 3.0645]], "forces_ev_per_a": [[0.2413, 0.1174, -0.1392], [-0.0621, 0.3078, -0.4074], [-0.0549, -0.0272, 0.1206], [-0.3442, 0.4858, -0.2372], [-0.1806, -0.6609, 0.3620], [0.0702, 0.4983, -0.3524], [-0.5123, -0.2869, 1.5401], [3.2623, 1.3526, -0.2862], [1.5964, -1.0388, 0.4206], [0.4287, 0.8437, -2.1155], [-1.4409, -0.0609, 0.2932], [0.4632, -0.2948, 0.0869], [-0.8938, 0.2716, -0.0240], [0.4097, 2.4546, -0.9873], [-1.3514, 1.2628, -0.0356], [1.0374, -0.3150, 0.3097], [-2.5768, -0.3592, 1.5586], [0.5075, -0.6311, -0.1298], [0.3445, -0.4444, 0.4542], [-0.0817, -0.0709, -0.0925], [-0.0016, -0.0566, 0.1606], [-0.1429, -0.0035, -0.1028], [0.1213, 0.1639, 0.1631], [0.2111, 0.0555, 0.0666], [0.2047, -0.3938, -0.5060], [-0.2532, 0.1420, 0.0951], [-0.2206, -0.5332, -0.2058], [-1.0711, -3.3042, -0.1839], [-0.5247, 0.1984, 0.3109], [0.3178, 0.2631, -0.1414], [-0.2385, -0.1116, -0.3669], [0.2769, -0.1912, -0.0765], [0.0138, -0.3289, -0.2272], [-0.4318, 0.0633, -0.0265], [0.1637, -0.0350, 0.2507], [-1.4443, 0.9167, -0.2147], [0.7590, -0.1082, -0.1990], [0.5674, -0.9833, -0.0472], [0.3339, 0.1826, 0.2792], [0.1038, -0.0820, 0.3064], [-0.1663, -0.3210, -0.0994], [-0.0821, 0.2725, -0.0601], [-0.8291, -0.4246, 0.4533], [0.3977, 0.3531, -0.1981], [0.0595, 0.1620, 0.1016], [0.1768, -0.0348, -0.0885], [-0.1441, 0.2424, 0.0008], [-0.0369, -0.1423, 0.2363], [-0.0072, -0.2381, -0.0586], [-0.0163, 0.3970, 0.4374], [0.3604, -0.1001, 0.0132], [-0.0848, 0.3741, -0.1762], [0.0584, -0.2315, -0.3630], [-0.0692, 0.2611, -0.0489], [-0.0030, -0.1462, 0.1909], [-0.1347, -0.0754, -0.1511], [0.4008, 0.4479, -0.2848], [-0.0992, 0.0473, -0.0831], [0.0800, 0.3629, 0.2714], [-0.3090, -0.2056, 0.0728], [-0.1009, 0.1306, 0.2693], [0.2671, 0.1698, -0.0986], [-0.0249, -0.3676, -0.0584], [-0.2147, 0.6866, -0.1248], [-0.0157, -0.0017, 0.1633], [0.3168, 0.0684, 0.1323], [-0.0466, -0.4495, -0.0208], [0.2198, -0.0212, -0.0179], [-0.2346, 0.1721, -0.0334], [0.0089, -0.1646, -0.0855], [0.9995, -0.9521, -0.7632], [-0.8540, -0.3286, 0.6967], [-0.2248, 0.8848, 0.6554], [0.6497, -0.1026, -0.7317], [-0.1785, 0.1616, 0.1584], [0.0256, -0.0853, 0.1352], [0.0979, -0.3691, -0.2919], [-0.0653, 0.2584, 0.3473], [0.0273, 0.2605, -0.0503], [0.2458, -0.0030, -0.3308], [0.0409, -0.2197, -0.1186], [-0.0981, 0.0129, 0.3287]]}

4.
{"formula": "C3H9N", "method": "wB97M-V/def2-TZVPD", "e_above_lowest_kcal_mol": 46.1, "orbital_gap_ev": 10.56, "mol_weight_g_mol": 59.1, "smiles": "C=C.CN", "spin_multiplicity": 1, "e_tot_ev": -4745.108, "species": ["C", "C", "H", "H", "H", "H", "C", "N", "H", "H", "H", "H", "H"], "coordinates": [[-0.2232, 0.6196, 2.4963], [-1.5359, 0.5024, 2.4293], [0.4910, 0.0293, 2.9660], [0.1780, 1.4469, 1.9016], [-2.0887, -0.4086, 2.6896], [-2.2613, 1.0897, 1.8635], [0.8425, -0.9377, -2.7395], [0.7058, -0.0887, -1.4930], [1.3733, -0.3591, -3.6077], [-0.0798, -1.4125, -3.0358], [1.4266, -1.8963, -2.4092], [1.5298, 0.4164, -1.3968], [-0.0099, 0.6096, -1.6368]], "forces_ev_per_a": [[-1.0419, 2.3451, -1.7916], [-1.3094, -1.8258, -0.4414], [0.6935, -1.3379, 0.8434], [0.2057, -0.0171, 0.5372], [0.5493, 0.1634, 0.8608], [0.8947, 0.6735, -0.0091], [2.1750, -0.4106, 0.8827], [-1.7415, -1.7061, -1.5142], [-1.0362, -1.3800, 1.3816], [-0.5857, 0.5894, -0.2345], [-0.4144, 1.9390, -0.8314], [1.8388, 0.9557, 0.3632], [-0.2276, 0.0114, -0.0467]]}